# 1
75
Properties=species:S:1:pos:R:3:forces:R:3 method="wB97M-V/def2-TZVPD" molar_mass_g_mol=665.36 multiplicity=2 charge=+1 relative_energy_ev=0.3388 lumo_energy_ev="-4.1 / -4.0" s2=0.767
Co -0.090 1.502 -0.498 -0.76 -0.43 0.16
O -1.554 3.324 -4.030 -0.04 -0.06 0.11
C -1.011 2.818 -2.935 0.31 -0.08 -0.12
O -1.594 2.559 -1.913 -0.04 0.26 0.07
C 0.478 2.600 -3.068 -0.17 0.05 0.04
C 1.231 2.954 -4.175 -0.02 -0.01 -0.02
C 2.596 2.719 -4.139 0.00 -0.03 0.06
C 3.158 2.146 -3.004 0.02 0.00 -0.07
C 2.333 1.811 -1.946 0.04 -0.12 0.20
N 1.019 2.036 -1.990 0.21 0.19 -0.13
C 2.773 1.174 -0.639 -0.08 0.07 -0.23
O 4.067 1.023 -0.409 -0.01 -0.06 0.07
O 1.960 0.832 0.186 0.17 0.13 -0.15
H -2.511 3.406 -3.886 -0.05 0.02 -0.04
H 0.750 3.398 -5.034 0.01 0.01 0.00
H 3.220 2.980 -4.983 0.00 0.00 0.00
H 4.223 1.961 -2.977 0.00 -0.01 -0.02
H 4.623 1.346 -1.128 0.01 0.00 -0.03
C -2.283 -0.773 -3.245 -0.05 -0.08 -0.11
C -1.136 -0.245 -2.805 -0.01 0.04 0.13
N -0.804 -0.254 -1.376 0.21 0.36 0.12
C -1.991 -0.619 -0.564 0.00 0.03 0.04
C -3.101 -1.181 -1.187 -0.13 -0.13 -0.03
N -3.301 -1.307 -2.476 0.13 0.02 0.03
C -1.950 -0.159 0.760 0.09 0.12 -0.12
C -2.636 -0.670 1.893 -0.05 0.03 -0.06
C -2.495 -0.088 3.126 -0.02 0.00 0.09
C -1.650 1.055 3.252 -0.07 -0.02 0.00
C -0.995 1.497 2.141 0.06 0.17 -0.04
N -1.135 0.904 0.946 0.20 -0.05 -0.06
C -0.163 2.718 2.032 -0.19 -0.14 -0.04
C 0.184 3.553 3.086 0.06 0.13 0.02
N 0.866 4.676 2.907 -0.06 -0.07 0.02
C 1.204 4.987 1.661 -0.02 0.00 -0.03
C 0.894 4.159 0.595 0.03 0.02 0.00
N 0.225 3.024 0.779 0.15 -0.15 0.09
C -3.197 -0.638 4.325 0.05 0.04 -0.09
C -4.007 -1.768 4.248 -0.02 -0.01 0.00
C -4.628 -2.244 5.390 -0.01 0.00 0.04
N -4.505 -1.684 6.591 0.03 0.03 -0.07
C -3.737 -0.602 6.665 -0.03 -0.02 0.03
C -3.073 -0.051 5.580 -0.01 0.01 0.01
H -2.454 -0.779 -4.317 -0.01 0.00 0.01
H -0.357 0.101 -3.468 -0.02 0.02 0.00
H -3.924 -1.483 -0.542 0.02 -0.01 0.01
H -3.241 -1.552 1.751 -0.01 0.01 0.02
H -1.546 1.580 4.187 0.00 -0.03 0.01
H -0.096 3.302 4.101 0.00 0.01 0.00
H 1.739 5.915 1.503 0.01 0.00 0.01
H 1.184 4.409 -0.418 0.02 -0.01 0.01
H -4.172 -2.293 3.318 0.01 -0.01 0.01
H -5.259 -3.124 5.334 0.00 0.00 0.01
H -3.644 -0.146 7.644 0.00 0.00 0.00
H -2.475 0.833 5.744 0.01 -0.01 0.02
C 3.590 -2.282 -1.795 0.03 -0.07 -0.09
C 2.087 -2.466 -1.770 0.02 0.06 0.07
C 1.641 -3.321 -2.946 -0.04 0.00 -0.01
O 1.450 -1.159 -1.950 -0.04 0.01 0.07
B 0.316 -1.194 -1.174 0.09 -0.38 0.08
O 0.273 -2.206 -0.272 -0.01 0.11 -0.14
C 1.520 -2.947 -0.386 -0.02 -0.01 -0.04
C 1.180 -4.423 -0.333 0.04 -0.04 0.02
C 2.380 -2.555 0.804 0.01 0.08 0.01
H 3.896 -1.916 -2.777 -0.01 0.01 0.02
H 4.086 -3.240 -1.632 0.00 0.00 0.00
H 3.933 -1.591 -1.030 0.00 0.05 0.04
H 1.961 -2.841 -3.871 -0.01 0.00 0.00
H 0.556 -3.422 -2.975 -0.01 0.00 0.01
H 2.083 -4.316 -2.903 0.00 0.01 0.00
H 0.432 -4.690 -1.077 0.00 0.00 0.00
H 0.782 -4.664 0.652 0.00 0.00 0.00
H 2.071 -5.032 -0.495 0.01 0.01 0.00
H 2.564 -1.480 0.826 0.01 -0.03 0.00
H 3.337 -3.077 0.797 -0.02 -0.03 -0.01
H 1.851 -2.824 1.718 0.00 0.01 0.00

# 2
11
Properties=species:S:1:pos:R:3:forces:R:3 method="wB97M-V/def2-TZVPD" molar_mass_g_mol=175.43 charge=0 relative_energy_ev=0.1489 smiles=C[C@](F)(Br)CCl lumo_energy_ev=0.6
C -0.090 0.550 1.164 0.72 -1.90 -0.17
C -0.638 -0.152 -0.115 1.56 1.21 0.31
F -1.732 0.408 -0.665 -0.47 0.16 0.20
Br -1.068 -2.043 0.441 -0.17 0.69 -0.43
C 0.506 -0.227 -1.173 0.14 -1.72 2.79
Cl 1.526 1.251 -1.249 -0.39 -0.79 -0.28
H -0.831 0.540 1.960 0.10 0.16 -0.03
H 0.727 -0.183 1.403 -0.71 0.61 0.44
H 0.484 1.479 1.068 -0.95 0.05 -0.43
H 0.104 -0.479 -2.115 -0.28 -0.05 -1.15
H 1.013 -1.145 -0.719 0.45 1.56 -1.25

# 3
10
Properties=species:S:1:pos:R:3:forces:R:3 method="wB97M-V/def2-TZVPD" molar_mass_g_mol=97.08 charge=0 relative_energy_ev=1.6145 smiles="[H]/N=C(/C#N)C(N)=O" lumo_energy_ev=0.0
H 1.810 1.645 1.778 1.39 -1.28 -0.14
N 2.516 0.904 1.444 -1.24 1.62 0.47
C 2.029 0.397 0.395 0.29 -1.04 0.19
C 2.959 -0.622 -0.261 -2.70 2.33 0.75
N 3.723 -1.217 -0.856 0.88 -0.95 -0.61
C 0.556 0.900 0.050 0.98 -0.81 -0.82
N 0.550 1.939 -0.845 -2.10 0.09 1.30
O -0.419 0.539 0.665 0.78 0.12 0.09
H -0.429 2.351 -0.789 1.85 -0.50 -1.10
H 1.089 1.839 -1.689 -0.12 0.40 -0.12

# 4
9
Properties=species:S:1:pos:R:3:forces:R:3 method="wB97M-V/def2-TZVPD" molar_mass_g_mol=95.02 charge=-1 relative_energy_ev=5.8645 lumo_energy_ev="4.3 / 4.0"
N -0.409 -1.353 0.031 2.72 -1.52 -2.57
N -0.425 -0.139 0.564 0.01 -1.13 2.70
O 1.135 0.566 -1.349 -0.67 0.13 -0.43
O 0.152 2.334 0.264 0.38 2.63 1.36
P 0.028 1.115 -0.494 0.11 -1.83 -1.25
H 0.377 -1.510 -0.758 -1.95 0.83 1.92
H -0.345 -2.163 0.657 -0.51 0.86 0.12
H 0.809 0.042 2.084 -0.57 -0.04 -1.04
H -1.321 1.108 -0.999 0.48 0.06 -0.82

What did the third record say?
10
Properties=species:S:1:pos:R:3:forces:R:3 method="wB97M-V/def2-TZVPD" molar_mass_g_mol=97.08 charge=0 relative_energy_ev=1.6145 smiles="[H]/N=C(/C#N)C(N)=O" lumo_energy_ev=0.0
H 1.810 1.645 1.778 1.39 -1.28 -0.14
N 2.516 0.904 1.444 -1.24 1.62 0.47
C 2.029 0.397 0.395 0.29 -1.04 0.19
C 2.959 -0.622 -0.261 -2.70 2.33 0.75
N 3.723 -1.217 -0.856 0.88 -0.95 -0.61
C 0.556 0.900 0.050 0.98 -0.81 -0.82
N 0.550 1.939 -0.845 -2.10 0.09 1.30
O -0.419 0.539 0.665 0.78 0.12 0.09
H -0.429 2.351 -0.789 1.85 -0.50 -1.10
H 1.089 1.839 -1.689 -0.12 0.40 -0.12

> The highest charge belongs to which entry?

C31H29BCoN7O6

> Which value of charge does entry 3 give?

0